No. 1
{"formula": "C17H27F4O6S", "method": "ωB97M-V/def2-TZVPD", "elements": ["C", "C", "C", "C", "F", "O", "S", "O", "O", "O", "C", "C", "C", "C", "C", "C", "C", "C", "C", "H", "H", "H", "H", "H", "H", "H", "H", "H", "H", "H", "H", "H", "H", "H", "H", "H", "H", "H", "H", "H", "C", "C", "O", "C", "O", "C", "F", "F", "F", "H", "H", "H", "H", "H", "H"], "xyz": [[2.45301, -2.25143, 2.02641], [1.66159, -1.07658, 2.14878], [0.84013, 0.36030, 2.38751], [1.01761, 1.34634, 1.09056], [2.23879, 2.13976, 1.44138], [1.37987, 0.79474, -0.22378], [1.61865, 2.27030, -1.11293], [3.06633, 2.66902, -1.48658], [1.01733, 1.83846, -2.50640], [0.66385, 3.39068, -0.18926], [-0.08156, 2.52234, 0.78198], [-1.44034, 2.18775, -0.07186], [-2.39121, 1.01267, 0.56598], [-1.96719, -0.51457, 0.03326], [-3.35842, -1.43559, -0.06789], [-3.93456, -1.83643, 1.41450], [-5.16909, -0.89841, 1.94750], [-4.71434, 0.06472, 3.22426], [-5.31417, 1.57775, 3.01952], [3.27929, -3.03430, 1.67267], [1.41702, 0.88400, 3.29178], [-0.26526, 0.15828, 2.71504], [-0.15868, 3.10766, 1.79296], [-1.24241, 1.87818, -1.20195], [-2.06453, 3.20265, -0.12903], [-3.48195, 1.18903, 0.11569], [-2.50870, 1.05945, 1.73138], [-1.45397, -0.46258, -1.04300], [-1.22418, -0.98955, 0.82540], [-3.11184, -2.46428, -0.61958], [-4.20366, -0.86982, -0.66503], [-4.34014, -2.94964, 1.32500], [-3.05158, -1.85313, 2.21010], [-6.03516, -1.57994, 2.34236], [-5.62061, -0.21098, 1.08643], [-3.53312, 0.02455, 3.35369], [-5.16289, -0.35572, 4.23253], [-4.65508, 2.43216, 3.50850], [-6.42812, 1.63890, 3.41872], [-5.31899, 1.81866, 1.85330], [4.30874, -0.29095, -1.60256], [3.62493, -0.17177, -2.94960], [4.51605, -0.29894, -4.05207], [4.93635, -1.62674, -4.47332], [3.88219, -2.41652, -4.66113], [6.04775, -2.26372, -3.54952], [6.92585, -1.31073, -3.11869], [6.80485, -3.17086, -4.22935], [5.58912, -2.89250, -2.44024], [5.27711, 0.21888, -1.60046], [3.68070, 0.14121, -0.81758], [4.47721, -1.33400, -1.33266], [3.22192, 0.84558, -3.02124], [2.76150, -0.84038, -3.02366], [5.52400, -1.37392, -5.36784]], "charge": -1, "e_homo_ha": -0.11492, "orbital_gap_ev": 4.7, "total_energy_ev": -52044.901}



No. 2
{"formula": "C37H38BrN6O4Ti", "method": "ωB97M-V/def2-TZVPD", "elements": ["Ti", "Br", "C", "C", "C", "C", "O", "C", "C", "N", "C", "C", "C", "C", "C", "C", "C", "C", "N", "C", "C", "H", "H", "H", "H", "H", "H", "H", "H", "H", "H", "C", "C", "C", "C", "C", "C", "N", "N", "C", "C", "C", "C", "C", "C", "H", "H", "H", "H", "H", "H", "H", "H", "H", "C", "C", "C", "O", "H", "H", "H", "H", "H", "H", "O", "O", "C", "C", "N", "C", "C", "N", "C", "C", "H", "H", "H", "H", "H", "H", "H", "H", "H", "H", "H", "H", "H"], "xyz": [[0.63417, -0.26181, -0.93407], [-6.61953, -1.97139, -0.03193], [-4.90238, -1.33756, -0.45728], [-4.70970, 0.02322, -0.71932], [-3.44878, 0.50917, -1.00400], [-2.35445, -0.35375, -1.00407], [-1.13651, 0.10223, -1.27098], [-2.54797, -1.71535, -0.75700], [-1.43284, -2.63665, -0.78047], [-0.19960, -2.28914, -0.86055], [0.81515, -3.29392, -0.92559], [0.75954, -4.53247, -0.36118], [1.81918, -5.44899, -0.55676], [2.90263, -5.10303, -1.31001], [2.98881, -3.81030, -1.88397], [4.07944, -3.38151, -2.67770], [4.07415, -2.12365, -3.19742], [3.00043, -1.26361, -2.90531], [1.96727, -1.61758, -2.17113], [1.94751, -2.90053, -1.67120], [-3.83713, -2.20515, -0.50300], [-5.55901, 0.69360, -0.70962], [-3.29018, 1.55681, -1.22150], [-1.67735, -3.69931, -0.74987], [-0.08563, -4.82095, 0.25202], [1.75670, -6.43253, -0.11238], [3.70847, -5.80621, -1.47711], [4.90457, -4.05881, -2.86177], [4.88125, -1.76088, -3.81729], [3.00388, -0.25515, -3.29382], [-3.98627, -3.26500, -0.33206], [1.42813, 1.40794, -6.06790], [0.53299, 0.58946, -5.39671], [0.49604, 0.58731, -4.01057], [1.35873, 1.40037, -3.28656], [2.23937, 2.24346, -3.95353], [2.27100, 2.23863, -5.34019], [1.37274, 1.29295, -1.84468], [2.01633, 2.28454, -1.27419], [2.28360, 2.32231, 0.08018], [3.00174, 3.46449, 0.47773], [3.47431, 3.62400, 1.76354], [3.27162, 2.62461, 2.71403], [2.52880, 1.50901, 2.36697], [2.00658, 1.40047, 1.09629], [1.46502, 1.40312, -7.14881], [-0.14104, -0.05100, -5.95006], [-0.22494, -0.04643, -3.50981], [2.90645, 2.87507, -3.38648], [2.96773, 2.88685, -5.85512], [3.19366, 4.20815, -0.28477], [4.02750, 4.51599, 2.02390], [3.69461, 2.71063, 3.70520], [2.35990, 0.70529, 3.07238], [-2.01123, 4.33574, 0.80849], [-1.14214, 3.47682, -0.07851], [-0.81950, 3.93036, -1.47864], [-0.71247, 2.41599, 0.33678], [-2.24212, 5.30547, 0.37484], [-1.51164, 4.47714, 1.76756], [-2.94864, 3.80555, 0.99489], [-1.35019, 4.83412, -1.76700], [-1.04538, 3.12278, -2.17799], [0.25658, 4.10565, -1.54851], [1.16479, 0.30047, 0.87838], [1.90492, -0.82431, 0.28575], [-3.17569, -1.07209, 4.02330], [-2.55390, -1.08226, 2.60541], [-1.17870, -0.58573, 2.63494], [-1.16114, 0.78473, 3.14211], [-1.73047, 0.84197, 4.58229], [-2.11784, -0.56281, 4.96477], [-0.90727, -1.45985, 4.93397], [-0.36873, -1.45423, 3.48024], [-3.47484, -2.05880, 4.37133], [-4.02801, -0.40078, 4.10726], [-3.14118, -0.45935, 1.93099], [-2.55373, -2.09485, 2.20701], [-1.73415, 1.41284, 2.46419], [-0.13818, 1.15295, 3.12838], [-2.62516, 1.45574, 4.66626], [-1.00265, 1.18430, 5.31564], [-2.49616, -0.55837, 5.90972], [-1.22460, -2.44409, 5.27270], [-0.19582, -1.05688, 5.65204], [-0.38324, -2.46173, 3.06625], [0.66180, -1.10352, 3.46065]], "multiplicity": 2, "charge": 2, "s2": 0.794, "e_homo_ha": [-0.43181, -0.47982], "orbital_gap_ev": [6.0, 7.4], "relative_energy_ev": 0.357, "total_energy_ev": -149260.561}



No. 3
{"formula": "C6H12O", "method": "ωB97M-V/def2-TZVPD", "elements": ["C", "C", "C", "C", "C", "C", "O", "H", "H", "H", "H", "H", "H", "H", "H", "H", "H", "H", "H"], "xyz": [[0.55207, 2.07723, 0.74176], [-0.68908, 1.27028, 0.36457], [-0.54407, -0.20723, 0.67871], [-1.30741, -1.23370, -0.12059], [0.18582, -1.19438, -0.23143], [0.91484, -0.70709, -1.46104], [0.97234, -2.21208, 0.33621], [0.45547, 3.12653, 0.44359], [1.44619, 1.66664, 0.25862], [0.71833, 2.05262, 1.82402], [-0.89593, 1.40120, -0.70594], [-1.56981, 1.66355, 0.89425], [-0.42972, -0.42217, 1.74391], [-1.90338, -0.86950, -0.95674], [-1.74486, -2.07439, 0.41271], [1.05563, -1.51556, -2.18583], [1.90681, -0.33674, -1.17188], [0.37366, 0.10472, -1.95137], [0.50312, -2.58995, 1.08649]], "e_homo_ha": -0.33394, "orbital_gap_ev": 10.1, "relative_energy_ev": 1.085, "smiles": "CC[C@H]1C[C@]1(C)O", "total_energy_ev": -8463.268}



No. 4
{"formula": "C5H11N3", "method": "ωB97M-V/def2-TZVPD", "elements": ["N", "C", "N", "C", "N", "C", "C", "C", "H", "H", "H", "H", "H", "H", "H", "H", "H", "H", "H"], "xyz": [[1.17697, 1.46543, 0.02482], [1.76073, 0.25734, -0.17802], [2.71250, -0.13339, 0.69503], [0.93126, -0.84275, -1.04196], [-0.38986, -1.07333, -0.29480], [-1.19863, -0.08678, -0.03604], [-2.55443, 0.12821, 0.48460], [-1.81983, 1.09248, -0.50528], [1.71928, 2.02868, 0.53312], [0.95084, 1.95263, -0.64753], [3.11122, -1.11206, 0.77274], [3.21886, 0.66532, 1.14813], [0.69002, -0.17075, -1.86139], [1.55414, -1.68293, -1.18740], [-0.31740, -1.91578, 0.42638], [-2.62386, 0.54404, 1.43172], [-3.31079, -0.56803, 0.18910], [-2.06421, 1.01086, -1.64889], [-1.68859, 2.11114, -0.21754]], "charge": 2, "e_homo_ha": -0.73956, "orbital_gap_ev": 11.0, "relative_energy_ev": 4.895, "smiles": "NC(=[NH2+])C[NH+]=C1CC1", "total_energy_ev": -9813.048}